Molecular formula: C18H58AsF6O11
Method: DFT, the ωB97M-V functional and the def2-TZVPD basis

Geometry (Å):
1 As -0.953 1.093 -0.383
2 F -2.190 1.867 0.588
3 F -0.225 0.510 1.092
4 F 0.269 0.320 -1.364
5 F -1.744 1.773 -1.792
6 F 0.012 2.569 -0.273
7 F -1.865 -0.395 -0.473
8 O -3.657 1.840 2.899
9 H -3.023 1.589 2.203
10 H -3.718 2.798 2.831
11 O -4.679 0.311 -0.422
12 H -4.995 0.868 -1.140
13 H -3.742 0.549 -0.324
14 O -1.544 2.998 -4.205
15 H -2.343 2.467 -4.254
16 H -1.348 3.044 -3.263
17 O -2.546 -3.024 -1.584
18 H -2.233 -2.182 -1.221
19 H -3.086 -2.773 -2.339
20 O -0.225 4.819 2.024
21 H -0.555 4.201 2.685
22 H -0.136 4.288 1.221
23 C 0.431 -3.130 2.425
24 C -0.010 -4.465 1.770
25 C 0.328 -5.663 2.657
26 O -1.417 -4.382 1.585
27 H -0.007 -2.307 1.861
28 H 1.501 -2.958 2.523
29 H -0.067 -3.119 3.401
30 H 0.505 -4.508 0.813
31 H 1.408 -5.649 2.826
32 H -0.009 -6.574 2.164
33 H -0.157 -5.628 3.634
34 H -1.761 -4.091 2.446
35 C 1.988 -2.148 -0.352
36 C 2.748 -1.772 -1.590
37 C 3.414 -0.427 -1.469
38 O 3.778 -2.768 -1.723
39 H 1.191 -1.473 -0.045
40 H 2.727 -2.230 0.451
41 H 1.518 -3.130 -0.420
42 H 2.086 -1.714 -2.461
43 H 4.152 -0.295 -0.672
44 H 2.722 0.402 -1.300
45 H 3.997 -0.226 -2.375
46 H 4.107 -2.777 -2.626
47 C -3.104 -1.523 2.267
48 C -3.796 -2.319 3.364
49 C -5.233 -2.679 2.950
50 O -3.128 -3.529 3.735
51 H -2.063 -1.307 2.499
52 H -3.586 -0.547 2.192
53 H -3.305 -2.044 1.331
54 H -3.850 -1.674 4.249
55 H -5.874 -1.813 2.780
56 H -5.690 -3.327 3.705
57 H -5.302 -3.303 2.054
58 H -3.118 -3.572 4.692
59 C 3.238 3.408 -1.007
60 C 3.292 4.933 -1.067
61 C 2.227 5.564 -0.186
62 O 4.606 5.303 -0.683
63 H 4.094 2.942 -1.497
64 H 2.353 3.031 -1.523
65 H 3.208 3.048 0.023
66 H 3.082 5.170 -2.119
67 H 2.319 6.655 -0.237
68 H 2.383 5.367 0.878
69 H 1.229 5.219 -0.446
70 H 4.623 6.251 -0.510
71 C 2.344 2.635 3.000
72 C 3.317 1.470 3.116
73 C 2.971 0.331 2.176
74 O 4.640 1.923 2.784
75 H 1.495 2.478 3.661
76 H 2.055 2.858 1.975
77 H 2.860 3.533 3.351
78 H 3.362 1.077 4.137
79 H 3.614 -0.555 2.231
80 H 2.895 0.583 1.119
81 H 1.991 -0.101 2.418
82 H 5.220 1.164 2.697
83 C -1.960 0.242 -6.460
84 C -1.032 -0.811 -5.839
85 C -0.542 -0.397 -4.468
86 O -1.818 -2.012 -5.727
87 H -2.606 0.593 -5.650
88 H -2.604 -0.116 -7.261
89 H -1.414 1.101 -6.861
90 H -0.204 -1.046 -6.507
91 H -0.262 0.659 -4.472
92 H 0.269 -1.027 -4.110
93 H -1.358 -0.437 -3.741
94 H -2.484 -1.900 -5.044

Values from the calculation:
Charge = -1
E_LUMO = 2.44 eV
Max |F| = 1.56 eV/A
Molar mass = 639.56 g mol⁻¹

Per-atom Löwdin charges, elementary charge units: 0.804, -0.252, -0.242, -0.231, -0.247, -0.259, -0.241, -0.078, -0.007, 0.028, -0.067, 0.030, -0.021, -0.070, 0.016, 0.009, -0.060, -0.004, 0.019, -0.065, 0.031, -0.002, -0.063, -0.473, -0.061, -0.057, 0.057, 0.070, 0.077, 0.116, 0.075, 0.074, 0.073, 0.038, -0.060, -0.477, -0.075, -0.054, 0.060, 0.080, 0.072, 0.128, 0.078, 0.055, 0.079, 0.081, -0.047, -0.456, -0.057, -0.063, 0.075, 0.060, 0.084, 0.135, 0.080, 0.068, 0.082, 0.092, -0.058, -0.495, -0.058, -0.046, 0.079, 0.072, 0.065, 0.130, 0.077, 0.078, 0.073, 0.081, -0.049, -0.470, -0.071, -0.063, 0.081, 0.054, 0.082, 0.129, 0.077, 0.060, 0.072, 0.075, -0.062, -0.465, -0.059, -0.071, 0.066, 0.072, 0.080, 0.133, 0.075, 0.071, 0.074, 0.072

=====

Molecular formula: C25H49BBr15F3N7O7S2Si
Method: DFT, the ωB97M-V functional and the def2-TZVPD basis

Geometry (Å):
1 C 2.046 -5.007 1.438
2 C 1.083 -4.921 0.144
3 C -0.092 -3.821 0.353
4 N 0.595 -2.481 0.458
5 C -0.178 -1.454 -0.245
6 N -1.348 -1.188 0.609
7 C -1.017 -0.761 1.912
8 N -1.540 -1.425 2.962
9 C -2.437 -2.614 2.865
10 C -3.901 -2.256 3.461
11 C -5.047 -2.193 2.341
12 C -5.162 -0.632 1.910
13 S -6.194 -0.333 0.408
14 O -7.579 0.023 0.881
15 O -5.554 0.833 -0.318
16 O -6.155 -1.733 -0.503
17 N -1.339 -1.021 4.291
18 C -0.226 -1.742 4.966
19 C 0.704 -2.660 4.062
20 N -0.186 0.391 2.084
21 C 0.879 0.626 1.008
22 B 2.211 0.112 1.788
23 N 3.005 -1.141 1.511
24 O 2.733 0.839 2.948
25 N 0.933 2.110 0.899
26 C 0.304 2.890 1.987
27 C 2.118 2.802 0.462
28 C 3.250 3.491 1.398
29 O 2.321 3.095 -0.760
30 C 0.530 0.012 -0.398
31 Si 1.862 -0.232 -1.731
32 C 1.673 0.822 -3.354
33 C 1.919 -2.028 -2.501
34 C 3.690 0.097 -1.291
35 S -0.883 1.073 -1.090
36 O -1.846 1.583 -0.023
37 O -0.433 2.358 -1.726
38 C -1.971 0.196 -2.309
39 F -3.039 -0.541 -1.731
40 F -1.357 -0.644 -3.233
41 F -2.612 1.205 -3.062
42 H 2.392 -3.954 1.744
43 H 1.498 -5.492 2.307
44 H 2.997 -5.595 1.219
45 H 0.591 -5.959 0.072
46 H 1.716 -4.723 -0.777
47 H -0.796 -3.901 -0.536
48 H -0.579 -4.126 1.350
49 H 1.544 -2.659 0.128
50 H -0.547 -1.875 -1.233
51 H -2.226 -1.636 0.405
52 H -2.008 -3.389 3.599
53 H -2.472 -3.122 1.859
54 H -4.234 -3.043 4.225
55 H -3.908 -1.264 4.018
56 H -6.019 -2.523 2.854
57 H -4.858 -2.889 1.464
58 H -4.073 -0.285 1.776
59 H -5.542 -0.094 2.847
60 H -5.251 -2.113 -0.508
61 H -1.288 0.000 4.361
62 H 0.366 -0.963 5.572
63 H -0.694 -2.427 5.765
64 H 0.997 -2.237 3.051
65 H 0.162 -3.652 3.851
66 H 1.606 -2.960 4.708
67 H 0.247 0.342 3.015
68 H 2.985 -1.780 2.315
69 H 3.985 -0.871 1.327
70 H 2.840 0.152 3.638
71 H -0.844 2.909 1.958
72 H 0.701 2.659 3.045
73 H 0.603 3.989 1.815
74 H 4.094 2.710 1.465
75 H 2.886 3.649 2.460
76 H 3.693 4.412 0.908
77 H 1.707 1.940 -3.154
78 H 0.822 0.480 -4.017
79 H 2.634 0.590 -3.949
80 H 2.483 -2.759 -1.833
81 H 0.896 -2.387 -2.838
82 H 2.550 -1.942 -3.459
83 H 4.345 0.330 -2.207
84 H 3.884 0.907 -0.521
85 H 4.114 -0.890 -0.877
86 C 1.612 -3.093 -6.735
87 Br 2.921 -2.344 -7.951
88 Br 2.412 -4.365 -5.508
89 Br 0.626 -1.711 -5.799
90 H 0.893 -3.643 -7.339
91 C -6.506 3.347 -2.318
92 Br -6.667 2.641 -4.116
93 Br -5.072 4.647 -2.180
94 Br -8.187 4.060 -1.668
95 H -6.242 2.512 -1.670
96 C 5.107 5.179 -1.900
97 Br 6.168 3.559 -1.982
98 Br 5.994 6.569 -0.878
99 Br 4.599 5.794 -3.666
100 H 4.188 4.931 -1.372
101 C 8.121 4.877 -6.278
102 Br 7.524 3.233 -5.442
103 Br 6.799 5.578 -7.511
104 Br 8.652 6.199 -4.963
105 H 9.005 4.635 -6.862
106 C -5.554 3.988 1.896
107 Br -5.919 5.888 1.943
108 Br -3.730 3.587 2.424
109 Br -6.840 2.975 2.933
110 H -5.662 3.671 0.860

Values from the calculation:
Charge = +1
E_LUMO = -3.34 eV
Max |F| = 9.17 eV/A
Molar mass = 1918.29 g mol⁻¹

These are the Löwdin partial charges, in e, on atoms 1 to 99: -0.111, -0.203, -0.180, -0.014, -0.331, 0.096, -0.169, -0.067, -0.094, -0.151, -0.203, -0.220, 0.727, -0.320, -0.355, -0.173, -0.006, -0.208, -0.094, 0.183, -0.266, -0.450, 0.132, 0.085, -0.079, -0.062, -0.362, 0.011, 0.041, -0.279, 0.584, -0.195, -0.213, -0.179, 0.867, -0.332, -0.279, -0.463, 0.053, 0.059, 0.095, 0.049, 0.077, 0.085, 0.120, 0.099, 0.127, 0.105, 0.066, 0.135, 0.126, 0.130, 0.112, 0.127, 0.116, 0.134, 0.100, 0.104, 0.113, 0.074, 0.139, 0.130, 0.127, 0.039, 0.076, 0.107, 0.120, 0.059, 0.090, 0.110, 0.062, 0.106, 0.129, 0.096, 0.080, 0.086, 0.045, -0.013, 0.061, 0.034, 0.020, 0.029, 0.069, 0.028, 0.041, -1.589, 0.587, 0.570, 0.630, -0.025, -1.618, 0.568, 0.570, 0.572, -0.076, -1.609, 0.527, 0.567, 0.571

=====

Molecular formula: C5H6O2
Method: DFT, the ωB97M-V functional and the def2-TZVPD basis

Geometry (Å):
1 O 2.356 0.830 -0.812
2 C 2.260 -0.201 0.146
3 C 0.855 -0.415 0.563
4 C -0.322 -0.002 0.617
5 C -1.703 0.199 0.711
6 C -2.539 -0.099 -0.438
7 O -3.700 0.249 -0.546
8 H 1.904 1.606 -0.454
9 H 2.864 0.009 1.040
10 H 2.674 -1.096 -0.326
11 H -2.121 0.684 1.586
12 H -0.573 -1.072 1.071
13 H -2.028 -0.663 -1.250

Values from the calculation:
E_LUMO (alpha / beta) = -0.23 / -0.23 eV
Max |F| = 0.47 eV/A
Molar mass = 98.10 g mol⁻¹

Per-atom Löwdin charges, elementary charge units: -0.044, -0.260, 0.049, -0.173, -0.077, -0.320, 0.010, 0.096, 0.123, 0.123, 0.115, 0.235, 0.124

=====

Molecular formula: C18H21ClN4O2S
Method: DFT, the ωB97M-V functional and the def2-TZVPD basis

Geometry (Å):
1 O 3.069 3.778 0.327
2 C 1.997 3.272 0.581
3 C 0.748 3.621 -0.231
4 S 0.277 2.310 -1.409
5 C -0.658 1.274 -0.372
6 N -0.726 1.330 0.932
7 N -1.552 0.350 1.340
8 C -1.978 -0.295 0.291
9 C -2.890 -1.435 0.294
10 C -4.274 -1.253 0.873
11 C -3.256 -2.047 1.618
12 N -1.449 0.269 -0.846
13 C -1.627 -0.091 -2.224
14 C -0.611 -1.155 -2.676
15 C -0.577 -1.307 -4.204
16 C -0.413 -2.815 -4.385
17 C -1.199 -3.340 -3.187
18 O -0.946 -2.425 -2.136
19 N 1.736 2.388 1.568
20 C 2.618 1.834 2.494
21 C 3.957 2.206 2.594
22 C 4.769 1.616 3.544
23 C 4.250 0.656 4.396
24 Cl 5.270 -0.079 5.586
25 C 2.919 0.276 4.307
26 C 2.108 0.865 3.359
27 H 0.963 4.491 -0.851
28 H -0.113 3.804 0.410
29 H -2.772 -2.090 -0.558
30 H -4.528 -0.276 1.253
31 H -5.090 -1.769 0.391
32 H -2.813 -1.601 2.493
33 H -3.361 -3.120 1.660
34 H -2.642 -0.473 -2.359
35 H -1.489 0.812 -2.825
36 H 0.378 -0.877 -2.284
37 H 0.228 -0.731 -4.650
38 H -1.526 -0.977 -4.631
39 H -0.804 -3.177 -5.333
40 H 0.636 -3.097 -4.297
41 H -0.884 -4.328 -2.850
42 H -2.276 -3.365 -3.412
43 H 0.777 2.013 1.606
44 H 4.355 2.952 1.927
45 H 5.806 1.904 3.623
46 H 2.525 -0.474 4.975
47 H 1.070 0.575 3.279

Values from the calculation:
SMILES = O=C(CSc1nnc(C2CC2)n1C[C@@H]1CCCO1)Nc1ccc(Cl)cc1
E_LUMO = 0.44 eV
Max |F| = 1.17 eV/A
Molar mass = 392.91 g mol⁻¹

Per-atom Löwdin charges, elementary charge units: 0.063, -0.536, -0.345, 1.004, -0.605, -0.007, 0.095, -0.259, -0.214, -0.097, -0.101, 0.003, -0.092, -0.306, -0.124, -0.148, -0.192, -0.107, 0.119, -0.212, -0.004, -0.101, -0.688, 0.653, -0.108, -0.015, 0.083, 0.086, 0.123, 0.105, 0.097, 0.097, 0.102, 0.147, 0.112, 0.154, 0.120, 0.119, 0.114, 0.118, 0.125, 0.124, 0.080, 0.101, 0.105, 0.104, 0.110

=====

Q: Among the records above, which one has the highest max |F|?
A: C25H49BBr15F3N7O7S2Si